#w
C5H6F2O as an isolated structure, computed with the ωB97M-V functional and the def2-TZVPD basis.

Calculated values
gap between HOMO and LUMO = 0.2880 Ha
HOMO energy = -7.650 eV

ORCA input file:
```
! RIJCOSX wB97M-V def2-TZVPD def2/J DEFGRID3
* xyz 0 1
C -1.541 0.231 -0.041
C -0.360 -0.630 -0.034
C 0.304 0.743 -0.004
C -0.126 -1.547 -1.227
C 0.864 1.358 1.237
O -2.564 0.807 -0.022
F -0.249 -1.350 1.146
F 0.808 1.161 -1.205
H -1.051 -2.013 -1.559
H 0.559 -2.325 -0.896
H 0.324 -0.996 -2.047
H 1.310 0.597 1.878
H 0.098 1.880 1.811
H 1.624 2.084 0.963
*
```

Which charges does Mulliken predict for the atoms? In e, they are: C -0.232; C 1.510; C 0.230; C -1.254; C -1.176; O -0.403; F -0.333; F -0.329; H 0.321; H 0.338; H 0.366; H 0.284; H 0.289; H 0.389

#x
The molecule C5H6F2O, computed with the ωB97M-V functional and the def2-TZVPD basis.

Calculated values
gap between HOMO and LUMO = 0.3841 Ha
structure (SMILES) = C[C@H]1OC=CC1(F)F
HOMO energy = -9.449 eV

ORCA input file:
```
! RIJCOSX wB97M-V def2-TZVPD def2/J DEFGRID3
* xyz 0 1
C -1.077 1.340 -0.402
C 0.140 1.746 -0.258
C 0.419 -0.259 0.719
C -1.247 -0.123 0.071
C 1.165 -1.332 -0.072
O 0.972 1.043 0.425
F -2.083 -0.321 1.063
F -1.375 -1.113 -0.795
H -1.764 1.822 -1.014
H 0.526 2.702 -0.562
H 0.312 -0.543 1.683
H 0.886 -2.330 0.111
H 2.274 -1.329 0.175
H 0.854 -1.304 -1.145
*
```

Which charges does Mulliken predict for the atoms? In e, they are: C -0.893; C -0.051; C -0.268; C 1.083; C -1.117; O -0.394; F -0.288; F -0.291; H 0.386; H 0.424; H 0.453; H 0.415; H 0.283; H 0.260

#x comes first in stability; the runner-up is 1.486 eV higher.

#w
A 2-piece molecular cluster, C3H2ClF overall, computed with the ωB97M-V functional and the def2-TZVPD basis.

Calculated values
gap between HOMO and LUMO (spin up / spin down) = 0.2485 / 0.2494 Ha
HOMO energy (spin up / spin down) = -8.857 / -8.874 eV

ORCA input file:
```
! RIJCOSX wB97M-V def2-TZVPD def2/J DEFGRID3
* xyz 0 1
C 0.267 -0.471 -0.002
C 0.381 -0.257 1.237
C -0.712 0.209 -0.685
F 1.794 -1.003 -1.584
Cl 0.393 0.327 2.688
H -0.353 1.105 -1.191
H -1.770 0.089 -0.463
*
```

Which charges does Mulliken predict for the atoms? In e, they are: C 0.287; C 0.152; C -0.235; F -0.695; Cl -0.091; H 0.267; H 0.315

#x
The molecule C3H2ClF, computed with the ωB97M-V functional and the def2-TZVPD basis.

Calculated values
gap between HOMO and LUMO = 0.3192 Ha
HOMO energy = -9.966 eV

ORCA input file:
```
! RIJCOSX wB97M-V def2-TZVPD def2/J DEFGRID3
* xyz 0 1
C 1.134 -0.254 -1.032
C 0.144 0.480 -0.241
C -0.702 -0.140 0.610
F 1.515 -1.344 -0.251
Cl -0.024 2.050 -0.746
H -0.407 -1.134 0.679
H -1.660 0.343 0.980
*
```

Which charges does Mulliken predict for the atoms? In e, they are: C -0.169; C 0.516; C -0.607; F -0.155; Cl -0.172; H 0.327; H 0.260

#y
The molecule C3H2ClF, computed with the ωB97M-V functional and the def2-TZVPD basis.

Calculated values
gap between HOMO and LUMO = 0.3394 Ha
structure (SMILES) = FC1=C(Cl)C1
HOMO energy = -8.460 eV

ORCA input file:
```
! RIJCOSX wB97M-V def2-TZVPD def2/J DEFGRID3
* xyz 0 1
C 0.048 0.316 -0.946
C -0.211 -0.890 -0.062
C 0.267 0.416 0.565
F 0.034 0.919 -2.088
Cl -0.832 -2.426 0.244
H 1.223 0.556 1.179
H -0.530 1.109 1.107
*
```

Which charges does Mulliken predict for the atoms? In e, they are: C 0.355; C -0.026; C -0.333; F -0.201; Cl -0.139; H 0.209; H 0.135

#x comes first in stability; the runner-up is 0.573 eV higher.

#w
A 4-piece molecular cluster, C4H16NO3 overall, computed with the ωB97M-V functional and the def2-TZVPD basis.

Calculated values
gap between HOMO and LUMO = 0.3209 Ha
HOMO energy = -14.127 eV

ORCA input file:
```
! RIJCOSX wB97M-V def2-TZVPD def2/J DEFGRID3
* xyz 1 1
C -1.113 1.882 0.024
C 0.319 2.298 -0.227
C 1.255 0.969 -0.097
C 0.665 0.600 2.231
N 1.160 0.121 1.144
H -1.811 2.035 -0.690
H -1.706 2.441 0.843
H -1.366 0.850 0.383
H 0.599 2.913 0.575
H 0.434 2.801 -1.134
H 2.385 1.283 0.024
H 1.327 0.397 -1.181
H 0.272 1.603 2.565
H 0.520 0.018 3.064
H 1.626 -0.785 1.078
H -2.496 -0.709 -2.143
H -1.575 -0.070 -0.937
O -1.949 -0.870 -1.398
H -1.939 -3.249 0.082
H -0.756 -3.006 -0.515
O -1.352 -3.647 -0.573
H 1.964 -2.810 -1.725
H 1.407 -2.700 -0.461
O 2.129 -2.364 -0.932
*
```

Which charges does Mulliken predict for the atoms? In e, they are: C -1.317; C -0.273; C -0.685; C -0.166; N 0.056; H 0.547; H 0.287; H 0.386; H 0.306; H 0.375; H 0.425; H 0.309; H 0.264; H 0.334; H 0.278; H 0.257; H 0.275; O -0.622; H 0.341; H 0.170; O -0.528; H 0.316; H 0.271; O -0.607

#x
A 3-piece molecular cluster, C4H16NO3 overall, computed with the ωB97M-V functional and the def2-TZVPD basis.

Calculated values
gap between HOMO and LUMO = 0.4250 Ha
HOMO energy = -14.508 eV

ORCA input file:
```
! RIJCOSX wB97M-V def2-TZVPD def2/J DEFGRID3
* xyz 1 1
O -0.472 1.635 -1.923
C 0.909 1.516 -1.344
C 0.871 0.777 -0.034
N -0.243 -0.173 0.454
C -0.630 -1.280 -0.492
C 0.324 -2.451 -0.693
H -0.993 0.930 -1.576
H 1.451 2.414 -1.124
H 1.558 0.948 -2.014
H 0.970 1.496 0.777
H 1.849 0.286 0.108
H -0.069 -0.618 1.381
H -1.007 0.514 0.565
H -0.836 -0.884 -1.514
H -1.558 -1.683 -0.080
H 0.106 -3.143 -1.458
H 0.268 -3.065 0.187
H 1.280 -2.322 -1.017
H 0.740 -0.161 3.437
H 1.303 -1.500 2.971
O 0.613 -0.896 2.899
H -2.425 2.807 0.866
H -1.883 2.731 -0.554
O -2.126 2.122 0.176
*
```

Which charges does Mulliken predict for the atoms? In e, they are: O -0.528; C -0.398; C -0.736; N -0.119; C -0.227; C -1.475; H 0.276; H 0.357; H 0.282; H 0.451; H 0.497; H 0.383; H 0.314; H 0.348; H 0.351; H 0.452; H 0.350; H 0.451; H 0.298; H 0.306; O -0.641; H 0.314; H 0.354; O -0.662

#x comes first in stability; the runner-up is 2.501 eV higher.